Computed, not measured: a molecular structure, C37H35AsN3O4OsP2S3 in a non-equilibrium geometry, with wB97M-V/def2-TZVPD.

Structure (XYZ):
```
86
Properties=species:S:1:pos:R:3
Os 0.264 -1.425 -1.139
As -0.890 -4.386 -2.476
S -0.801 -4.760 7.664
S 2.589 -0.941 -1.221
S -2.087 -0.938 -0.978
P -1.352 0.951 -1.319
P 1.841 0.936 -1.629
O -2.199 -4.350 7.721
O -0.479 -5.651 6.567
O 0.028 -3.518 -1.351
O -0.184 -5.078 8.929
N 0.099 -2.193 8.087
N 0.421 -1.609 1.158
N -0.001 -2.958 5.843
C -1.414 3.343 0.035
C 2.027 4.336 0.545
C 2.716 1.529 -3.076
C -2.710 2.849 -4.654
C -1.810 3.567 2.394
C -4.081 2.823 -4.449
C -1.856 2.302 -3.705
C -0.103 -3.145 7.161
C 2.764 3.960 1.661
C 0.388 -0.982 7.636
C 0.189 -2.754 1.822
C 0.142 -2.810 3.192
C 0.376 -1.651 3.933
C 2.229 2.107 -0.324
C -4.614 2.262 -3.292
C 0.654 -0.493 1.862
C -2.389 1.744 -2.550
C -1.833 1.382 1.393
C 3.245 2.663 1.782
C -3.769 1.724 -2.337
C 4.047 1.921 -2.921
C 4.210 2.205 -5.300
C 0.298 -1.742 5.411
C -2.766 -4.189 -2.156
C -0.413 -6.228 -2.323
C 2.887 1.816 -5.452
C 2.135 1.466 -4.339
C 1.764 3.415 -0.454
C 0.197 0.472 -1.964
C -0.444 -3.814 -4.248
C -1.979 2.194 2.509
C 0.660 -0.475 3.238
C 0.486 -0.685 6.280
C 4.791 2.258 -4.038
C -1.541 1.958 0.157
C 2.977 1.729 0.791
C -1.535 4.142 1.158
H 1.222 3.712 -1.346
H -1.972 0.313 1.474
H 0.548 -0.212 8.385
H 4.494 1.956 -1.933
H 3.362 0.720 0.871
H -0.783 2.313 -3.854
H -1.425 5.215 1.074
H -2.238 1.753 3.463
H 0.042 -3.638 1.213
H -1.252 3.791 -0.939
H -2.306 3.292 -5.554
H 0.657 -6.317 -2.501
H -0.591 -2.738 -4.323
H 0.699 0.324 5.950
H 0.605 -4.047 -4.413
H 0.830 0.413 1.300
H 3.839 2.379 2.641
H 1.108 1.138 -4.441
H -1.909 4.195 3.270
H -2.929 -4.237 -1.080
H 2.982 4.687 2.432
H -4.171 1.284 -1.430
H -3.100 -3.222 -2.526
H -4.745 3.246 -5.192
H 4.797 2.463 -6.172
H 0.872 0.454 3.751
H 1.662 5.351 0.454
H 5.825 2.558 -3.928
H -5.684 2.246 -3.137
H -0.962 -6.808 -3.063
H -1.061 -4.328 -4.982
H -3.311 -4.990 -2.651
H -0.074 -3.736 3.713
H -0.641 -6.586 -1.322
H 2.442 1.775 -6.437
```

Calculated values
Energy relative to the best compared isomer or geometry (same formula, charge and spin), kJ/mol: 41.4
Lowest unoccupied orbital energy (alpha / beta), hartree: -0.104 / -0.237
2S+1: 5
<S²>: 6.032
Gap between HOMO and LUMO (alpha / beta), eV: 6.3 / 3.3
Energy, eV: -165978.569
Total charge: +1
HOMO (alpha / beta), eV: -9.1822 / -9.7578


Computed, not measured: a molecular structure, C37H35BN10NaO5 in a non-equilibrium geometry, with wB97M-V/def2-TZVPD.

Structure (XYZ):
```
89
Properties=species:S:1:pos:R:3
Na -0.015 -0.283 -0.255
O 1.255 -0.752 -2.275
O 0.313 1.243 -2.460
O 1.446 -1.743 0.820
O -4.514 -0.823 0.037
O -2.110 -1.456 -0.333
N -1.487 -3.266 -1.640
N 1.471 2.092 1.592
N 0.108 3.207 3.440
N -0.339 -2.975 -1.192
N -1.463 1.539 0.270
N 0.803 4.376 3.396
N -0.819 -0.308 2.407
N 1.725 1.326 0.509
N -1.007 2.375 1.297
N -0.252 0.773 3.094
C 0.883 0.245 -2.941
C 0.749 -3.576 -1.566
C -0.652 4.511 5.154
C 2.172 1.535 -6.198
C -1.551 3.647 1.063
C 2.178 -2.690 0.432
C -0.718 -1.342 3.232
C 4.175 -4.556 -0.479
C 1.964 -3.578 -0.711
C -0.050 -0.982 4.467
C -3.855 -2.796 -1.283
C 1.349 6.201 4.891
C -5.620 -4.301 -1.919
C 0.282 0.362 4.288
C -2.910 1.649 -1.727
C 2.572 2.825 1.905
C 3.022 -4.340 -1.186
C 1.503 1.482 -4.980
C -6.518 -3.602 -1.119
C 2.999 1.615 0.093
C 3.448 -2.860 1.109
C -2.488 3.557 0.073
C 3.623 2.537 1.030
C -2.338 2.209 -0.457
C 1.782 -0.925 -4.986
C 2.516 0.369 -6.897
C -4.819 -2.072 -0.569
C 1.279 0.231 -4.383
C 0.480 5.075 4.495
C -1.202 -2.699 2.914
C -4.243 -3.925 -2.026
C -0.899 3.391 4.422
C -2.435 -2.396 -1.108
C 3.649 0.964 -1.041
C 2.285 -0.877 -6.262
C 4.439 -3.716 0.666
C -6.171 -2.486 -0.473
B 0.050 2.114 2.328
H 2.361 2.510 -6.625
H -0.574 -3.198 2.147
H 2.355 -1.803 -6.830
H -3.080 2.409 -2.535
H 2.798 -4.895 -2.138
H 4.807 -5.415 -0.700
H 2.352 5.874 4.990
H -1.261 4.526 1.673
H 0.765 -4.135 -2.495
H 1.159 2.405 -4.518
H -7.486 -4.101 -0.985
H -3.150 4.369 -0.334
H 4.638 0.576 -0.711
H -2.187 0.904 -2.055
H 3.714 1.463 -1.987
H 2.927 0.425 -7.932
H 5.378 -3.893 1.193
H 1.600 -1.870 -4.495
H 0.971 6.632 5.815
H 0.653 1.063 4.997
H -1.129 4.866 6.119
H 1.306 6.980 4.123
H 2.588 3.510 2.720
H -5.963 -5.285 -2.362
H -3.928 1.168 -1.483
H -3.507 -4.370 -2.750
H -6.845 -1.816 0.108
H 4.623 2.998 0.999
H -2.221 -2.571 2.456
H -0.021 -1.609 5.300
H 3.566 -2.292 2.068
H 3.106 0.048 -1.246
H -1.210 -3.401 3.802
H -3.456 -0.894 0.068
H -1.690 2.696 4.646
```

Calculated values
Energy relative to the best compared isomer or geometry (same formula, charge and spin), kJ/mol: 143.6
Lowest unoccupied orbital energy (alpha / beta), hartree: 0.145 / 0.119
2S+1: 2
<S²>: 0.810
Gap between HOMO and LUMO (alpha / beta), eV: 6.1 / 5.6
Energy, eV: -69171.405
Total charge: -2
HOMO (alpha / beta), eV: -2.2024 / -2.3815


Computed, not measured: a molecular structure, C37H35FIN6W in a non-equilibrium geometry, with wB97M-V/def2-TZVPD.

Structure (XYZ):
```
81
Properties=species:S:1:pos:R:3
W -1.005 -0.501 0.284
I -2.100 -3.569 1.876
F -1.083 -2.588 -1.024
N -0.345 0.296 3.558
N 0.642 -0.626 -1.024
N -3.560 1.697 0.398
N 0.322 -1.168 1.779
N -1.701 0.809 1.651
N -2.409 0.291 -1.177
C 0.349 2.984 0.905
C -2.285 2.274 4.974
C -0.011 2.917 -1.603
C 1.128 -1.995 -4.437
C 1.757 1.476 -0.554
C -0.427 -3.371 -3.226
C 1.898 -2.890 2.383
C -4.360 3.403 4.414
C 4.144 1.679 -0.662
C -3.378 1.206 -0.832
C -0.291 -2.493 -2.181
C 1.334 -1.234 3.983
C -4.298 1.695 -1.787
C 3.123 -0.496 -0.997
C 0.315 -3.118 -4.375
C -4.238 1.301 -3.095
C -2.241 1.793 3.673
C 0.407 2.127 -0.359
C 4.242 0.322 -0.889
C 4.204 -2.544 -0.049
C 0.578 -1.395 -2.163
C -3.351 3.088 5.322
C 3.376 -1.979 -1.208
C -2.381 -0.073 -2.480
C -1.321 0.913 2.979
C 2.901 2.253 -0.486
C 4.136 -2.264 -2.509
C -2.869 1.529 1.481
C 1.848 0.101 -0.850
C -4.318 2.931 3.112
C -3.239 2.140 2.744
C -3.231 0.397 -3.450
C 1.270 -1.145 -3.357
C 0.432 -0.674 3.055
C -2.727 -1.707 0.946
C 1.053 -2.273 1.499
C 2.065 -2.343 3.659
H 0.684 3.734 -1.782
H 0.933 -2.688 0.503
H 4.199 -3.631 -0.090
H -0.017 2.280 -2.488
H -3.104 0.061 -4.465
H 0.997 3.851 0.817
H 3.816 -2.230 0.914
H 2.415 -3.790 2.094
H -1.513 2.028 5.684
H 0.672 2.409 1.774
H 0.243 -3.788 -5.213
H -3.335 -1.225 1.719
H 5.225 -0.109 -0.989
H 4.344 -3.330 -2.582
H 2.819 3.312 -0.296
H -1.606 -0.768 -2.771
H 2.427 -2.521 -1.243
H -3.414 3.482 6.324
H -5.188 4.021 4.734
H -4.927 1.688 -3.830
H -5.095 3.167 2.404
H 5.235 -2.207 -0.118
H -0.342 1.287 -0.218
H -1.085 -4.222 -3.144
H 1.382 -0.773 4.955
H 1.669 -1.776 -5.344
H -5.034 2.394 -1.425
H -3.414 -2.017 0.147
H 5.030 2.289 -0.607
H 1.910 -0.280 -3.411
H 5.085 -1.737 -2.525
H -0.665 3.346 1.072
H 2.734 -2.804 4.368
H -1.006 3.342 -1.474
H 3.576 -1.971 -3.391
```

Calculated values
Energy relative to the best compared isomer or geometry (same formula, charge and spin), kJ/mol: 0.0
Lowest unoccupied orbital energy (alpha / beta), hartree: -0.141 / -0.161
2S+1: 3
<S²>: 2.019
Gap between HOMO and LUMO (alpha / beta), eV: 6.1 / 6.0
Energy, eV: -60517.281
Total charge: +1
HOMO (alpha / beta), eV: -9.9513 / -10.3924